# C17H25Br2Cl15IN5O3PS2

C17H25Br2Cl15IN5O3PS2 as an isolated structure in a non-equilibrium geometry (ωB97M-V with the def2-TZVPD basis set, the Open Molecules 2025 dataset).

Properties
**Total energy**: -398600.91723 eV
**E_LUMO**: -4.515 eV
**Charge**: +1

XYZ file:
```
71
Properties=species:S:1:pos:R:3:forces:R:3:lowdin_charge:R:1
H 1.709061 -1.301095 -1.678548 -0.2058 0.0289 -0.2643 0.10
H 1.316091 -2.499079 0.339053 -0.1145 -0.2979 -0.0457 0.12
H -1.245064 -1.454629 -0.877138 -0.1019 -0.2216 -0.2853 0.08
O -2.673329 4.269869 -2.177887 -0.8232 0.4493 0.5677 -0.40
S 5.234089 -1.090778 -0.626896 0.3444 -0.2875 0.2996 1.00
H 3.677557 -2.820786 -0.883637 0.1525 -0.3152 0.2033 0.08
P -2.444158 4.151935 -3.769855 0.8589 -0.2099 -0.3519 0.54
H 1.000847 3.659358 -0.560658 0.3321 0.0107 0.0721 0.10
C -0.924839 -0.487554 -0.512647 0.1276 0.0234 0.2211 -0.15
H -1.847565 2.017598 -4.261016 -0.0134 -0.1608 -0.0059 0.07
H -6.427961 -9.489182 -1.350282 0.0149 -0.0366 0.0292 0.01
H -2.084946 1.168620 0.240178 0.1074 0.4347 0.0545 0.10
I 1.443681 2.162194 -2.881808 -0.0982 -0.2119 0.0863 1.12
H -0.309547 4.470475 -1.368826 -0.2085 0.0886 -0.2878 0.05
Cl -7.187525 -7.285509 -1.237899 0.0124 0.0288 0.0123 0.52
Br -1.732284 5.042652 1.002230 -0.2374 0.5629 0.0924 0.82
C -1.335993 2.098085 -2.335873 -0.1216 -0.0311 0.3065 -0.59
H 0.983591 -3.802712 5.663559 0.0383 -0.0287 0.0325 0.01
H 1.379536 0.471724 0.974395 0.0946 0.2795 -0.1728 0.11
Cl 6.112177 3.853795 5.310610 -0.0035 -0.0222 -0.0192 0.53
H -3.501941 4.732228 -1.996639 0.0480 0.1432 0.3486 0.07
H -0.108982 -0.173722 -1.146091 0.2775 0.2277 -0.0782 0.07
C 1.864992 -1.571259 0.454505 0.4386 0.6523 -0.1375 -0.19
C -4.407823 -3.512588 -3.570568 -0.1123 0.0204 0.0409 -1.52
Cl 4.028274 1.866366 4.946286 0.0031 -0.0359 0.0541 0.50
Cl 6.805611 1.159980 4.462607 -0.0005 -0.0008 0.0022 0.53
Cl 2.578703 -2.629135 4.417950 -0.0989 0.0622 0.0071 0.54
Cl 0.095198 -3.847243 3.503859 0.0758 -0.0743 -0.0929 0.52
Cl -7.590268 -9.227274 -3.357135 -0.0161 -0.0037 -0.0229 0.54
N -0.182198 2.312402 -1.583068 0.4918 0.5383 -0.2744 -0.39
Cl -0.045415 4.769376 5.739984 0.0023 -0.0011 -0.0093 0.55
O 5.200124 1.265532 -1.960040 0.0149 0.0184 0.0715 0.03
C -0.728680 3.499131 0.500280 -0.3278 1.6117 -1.0659 -0.84
H 3.790629 -1.899480 -2.343030 0.1185 0.0593 -0.3114 0.07
C -0.519215 3.320745 4.857989 0.0132 -0.0032 0.1145 -1.56
Cl -3.017690 -2.894307 -2.644702 0.1342 0.0027 0.0107 0.54
S -3.650288 0.966759 -2.775266 -0.3789 0.2104 -0.1027 0.93
N -1.527503 2.684685 -3.566005 -0.2178 -0.3645 -0.7413 -0.26
C -2.085860 0.488056 -0.593325 -0.1132 -0.3184 -0.1017 -0.16
H -0.778925 -1.618956 1.307656 -0.2077 -0.2197 0.1988 0.10
H 1.169689 -0.687955 2.238446 0.0396 0.1007 0.3414 0.09
C -6.521350 -8.689098 -2.070477 -0.0124 -0.0161 -0.0335 -1.55
N 4.322719 1.364698 0.074316 0.5109 0.0510 -1.0770 0.06
C 0.934002 -3.081647 4.860245 -0.1562 0.0431 -0.0550 -1.54
H -4.125070 -3.523167 -4.613748 0.0424 0.0167 -0.0358 0.02
Cl -4.811777 -5.136430 -3.076136 0.0234 0.1263 -0.0126 0.55
Cl 0.715431 2.070396 4.980147 -0.1061 -0.0543 -0.0324 0.50
H -3.007563 -0.067903 -0.533202 -0.3413 -0.0494 0.1356 0.10
O -0.619074 2.607893 1.226146 0.1528 -2.3618 1.9648 0.07
C 4.811771 2.514288 -1.684590 -0.8933 0.3123 1.9679 -0.24
C 2.424844 -1.092265 -0.889569 -0.4218 -0.7504 0.2242 -0.29
H -0.958808 0.100385 1.564741 -0.2097 0.1521 0.2787 0.10
Cl -5.774132 -2.406739 -3.386971 -0.0178 0.0271 -0.0204 0.54
Cl -0.007313 -1.700540 5.423162 0.1525 0.0791 0.0181 0.52
C 4.878955 0.583056 -0.820146 -0.4851 1.0570 0.9445 -0.71
C 5.595778 2.441229 4.390237 0.0880 -0.0747 0.2223 -1.56
H -3.499482 -0.358220 -2.714007 -0.0807 -0.3299 -0.0073 -0.17
H -0.622090 3.580626 3.817069 -0.0138 0.0315 -0.1549 -0.03
H 4.947008 3.304267 -2.395187 0.1539 0.0270 -0.2803 0.13
N -2.212778 1.257772 -1.865700 0.2361 -0.2509 -0.1379 -0.30
H 2.552939 -0.021945 -0.856143 0.0933 0.2881 -0.0495 0.03
H 2.718755 -1.783836 1.088623 0.2158 -0.1482 0.1942 0.10
Br -0.746988 5.550987 -4.043078 0.0131 0.2714 -0.0834 0.32
C 1.018850 -0.531084 1.175625 0.0225 -0.3600 0.4318 -0.20
N 4.268109 2.647358 -0.489776 0.8380 -0.9118 -1.4716 0.05
H 5.483623 2.731477 3.363207 0.0036 0.1017 -0.3124 0.00
Cl -4.904388 -8.343233 -2.701196 -0.0161 -0.1023 0.0443 0.50
C 3.704865 -1.811236 -1.268925 -0.3127 0.1476 -0.5088 -0.45
C -0.047123 3.575719 -0.824169 0.1956 0.0632 -0.4710 -0.29
C -0.469251 -0.643873 0.953269 0.0209 -0.0715 -0.4746 -0.18
Cl -2.082310 2.722739 5.415483 -0.0351 -0.0231 -0.0040 0.53
```
Positions in Å, forces in eV/Å.